(1)
Computed, not measured: a structure of composition C8H16N2O4V at a distorted geometry, with ωB97M-V/def2-TZVPD.

Output
Gap between HOMO and LUMO ... 1.769 eV
Charge ... +3
Maximum force ... 8.8 eV/A
Spin multiplicity ... 1

Cartesian coordinates (Å):
C (-0.3505, 2.2400, 0.1992)
N (0.0827, 0.7974, 0.0619)
C (1.0446, 0.5741, -1.0836)
C (2.6235, 0.4683, -0.6484)
C (2.8869, 0.0574, 0.9163)
C (4.3173, -0.8084, 0.9317)
O (5.3111, -0.2579, 0.1823)
O (4.4381, -2.0815, 1.6690)
C (-1.1336, -0.1469, -0.0338)
O (-1.4347, -0.7803, 1.1339)
O (-1.8503, -0.3648, -1.3021)
C (-3.2865, -0.0650, -1.1918)
C (-4.1779, -1.2641, -0.4807)
N (-4.4949, -0.9864, 0.9911)
H (-1.3611, 2.3075, 0.7980)
H (-0.4737, 2.8208, -0.8120)
H (0.4627, 2.8469, 0.8270)
H (0.7391, -0.4048, -1.6631)
H (0.9495, 1.5049, -1.8154)
H (3.1515, 1.5164, -0.8155)
H (3.1814, -0.3167, -1.3514)
H (2.0616, -0.6137, 1.4035)
H (3.0753, 1.0682, 1.5135)
H (4.3480, -1.9455, 2.6657)
H (-3.5356, 0.9756, -0.6991)
H (-3.6947, 0.0089, -2.3108)
H (-3.6980, -2.3304, -0.5688)
H (-5.2273, -1.2732, -1.0316)
H (-4.4021, 0.0273, 1.2225)
H (-5.4966, -1.2887, 1.1032)
V (5.9442, -2.2852, 0.1892)

These are the Mulliken partial charges, in e, on atoms 1 to 5:
1 C -0.85
2 N 0.40
3 C -0.53
4 C -0.65
5 C -0.34


(2)
Computed, not measured: a cluster of 2 separate species, C8H16N2OS in total at a distorted geometry, with ωB97M-V/def2-TZVPD.

Output
Gap between HOMO and LUMO ... 8.553 eV
Maximum force ... 6.5 eV/A
Spin multiplicity ... 1

Cartesian coordinates (Å):
C (2.2791, -1.4625, -0.6497)
C (2.6255, 1.2370, -0.8316)
C (-0.8804, 0.0911, -1.2999)
C (-1.7468, -1.8337, 0.3354)
C (-3.0557, 0.0754, -0.8084)
C (-1.5457, 0.6855, 0.9764)
C (2.5006, 1.1001, 1.6385)
C (-1.6722, -0.3467, -0.1522)
N (1.8266, -0.5746, 0.2786)
N (2.3229, 0.6072, 0.2665)
O (1.7632, -2.5551, -0.7725)
S (-0.1430, 1.5498, -1.5347)
H (3.2374, -0.9817, -1.0364)
H (3.2550, 2.1250, -0.7381)
H (2.2406, 0.7965, -1.7046)
H (-1.0592, -0.5817, -2.1390)
H (-0.7185, -2.0357, 0.6521)
H (-1.9242, -2.4314, -0.4341)
H (-2.4443, -2.0138, 1.0768)
H (-3.0232, -0.3777, -1.7860)
H (-3.9418, -0.4701, -0.2475)
H (-3.2589, 1.0959, -0.9135)
H (-2.1123, 0.3805, 1.7403)
H (-1.6901, 1.6393, 0.6747)
H (-0.4230, 0.6425, 1.3560)
H (3.4633, 1.1046, 2.1043)
H (2.1677, 2.2075, 1.6245)
H (1.9575, 0.3271, 2.3241)

These are the Mulliken partial charges, in e, on atoms 1 to 5:
1 C 0.00
2 C -0.91
3 C -0.46
4 C -1.82
5 C -1.63


In a.u., the total energy values for the records above are, in order, -1667.27286; -897.17732.